Computed, not measured: C41H74N2O14Si2 as an isolated structure, with ωB97M-V/def2-TZVPD.

Last column: Mulliken charge in e.
Cartesian coordinates (Å):
C: 1.017 -2.180 4.257  -0.616
C: 2.037 -2.664 3.068  -0.540
C: 1.208 -2.798 1.623  0.511
C: 2.219 -3.554 0.577  -0.888
C: 2.313 -2.866 -0.913  -0.373
C: 2.558 -1.241 -0.904  -0.305
C: 1.598 -0.425 -2.004  -0.144
C: 2.158 1.115 -2.028  -0.642
C: 1.250 2.203 -1.207  -0.493
C: 0.743 1.722 0.273  2.386
C: 1.510 2.432 1.539  -0.792
C: 1.068 1.691 2.966  0.851
C: -0.084 2.579 3.765  -0.274
C: -1.547 1.843 3.521  -0.490
C: -2.533 2.655 2.477  -0.196
C: -3.890 1.756 2.282  -0.831
Si: -3.825 0.587 0.706  -0.664
O: -2.143 0.106 0.540  0.534
C: -2.023 -1.384 0.455  0.378
N: -1.984 -2.580 -0.092  -0.571
O: -4.229 1.599 -0.708  -0.035
Si: -3.402 1.028 -2.150  0.619
O: -2.059 2.048 -2.676  -0.207
N: -1.951 1.822 -4.011  0.217
O: -0.892 1.236 -4.267  -0.309
C: -5.064 -0.859 0.996  0.306
C: -5.779 -1.378 -0.417  -1.008
C: -6.340 -0.452 1.994  -0.294
C: -7.104 -1.860 2.441  -0.998
H: 1.056 -2.879 5.215  0.314
H: -0.109 -2.098 3.881  0.196
H: 1.384 -1.115 4.633  -0.065
H: 2.566 -3.710 3.280  0.373
H: 2.850 -1.799 2.948  0.219
H: 0.839 -1.737 1.270  -0.667
H: 0.239 -3.471 1.725  0.411
H: 1.844 -4.663 0.418  0.247
H: 3.300 -3.560 1.075  0.336
H: 3.202 -3.328 -1.563  -0.021
H: 1.324 -3.063 -1.550  0.281
H: 3.677 -0.999 -1.236  0.458
H: 2.461 -0.762 0.184  0.031
H: 1.626 -0.982 -3.033  0.352
H: 0.513 -0.449 -1.525  -0.002
H: 2.134 1.458 -3.171  0.219
H: 3.316 1.135 -1.740  0.322
H: 1.953 3.151 -1.026  0.314
H: 0.361 2.618 -1.882  0.049
H: -0.402 2.052 0.357  -0.932
H: 0.756 0.568 0.460  -1.237
H: 1.220 3.570 1.527  0.273
H: 2.674 2.262 1.371  0.230
H: 0.689 0.586 2.732  -0.448
H: 2.002 1.541 3.691  -0.206
H: 0.225 2.632 4.910  -0.037
H: -0.174 3.689 3.352  0.167
H: -2.085 1.819 4.580  0.337
H: -1.451 0.719 3.183  0.076
H: -2.858 3.656 3.039  0.177
H: -2.013 2.996 1.485  0.173
H: -4.897 2.367 2.340  0.385
H: -3.929 1.001 3.206  0.304
H: -2.993 -0.390 -1.984  -0.159
H: -4.382 1.034 -3.258  -0.179
H: -4.585 -1.832 1.471  0.344
H: -6.470 -2.319 -0.255  0.380
H: -6.293 -0.514 -1.020  0.216
H: -4.870 -1.760 -1.089  0.227
H: -5.998 0.068 2.985  0.184
H: -7.097 0.281 1.433  0.317
H: -6.842 -2.036 3.588  0.302
H: -8.264 -1.710 2.265  0.250
H: -6.704 -2.802 1.872  0.294
O: -7.833 3.586 -5.483  -0.613
C: -6.747 3.933 -5.049  0.433
O: -6.152 3.394 -3.945  -0.274
C: -4.949 4.110 -3.666  0.467
C: -4.561 4.760 -4.968  -0.629
C: -5.897 5.032 -5.612  -0.337
H: -5.154 4.844 -2.880  0.224
H: -4.181 3.416 -3.312  -0.436
H: -3.948 5.655 -4.837  0.385
H: -3.995 4.049 -5.583  0.261
H: -6.309 5.996 -5.303  0.249
H: -5.838 4.966 -6.701  0.286
O: 3.862 -0.989 -3.739  -0.535
C: 4.004 -2.063 -4.300  0.477
O: 2.977 -2.814 -4.796  -0.371
C: 3.495 -4.051 -5.283  -0.337
C: 4.954 -3.792 -5.555  -0.281
C: 5.309 -2.770 -4.505  -0.517
H: 3.345 -4.819 -4.517  0.196
H: 2.957 -4.345 -6.189  0.188
H: 5.567 -4.696 -5.511  0.328
H: 5.073 -3.351 -6.552  0.246
H: 5.612 -3.241 -3.566  0.255
H: 6.080 -2.082 -4.860  0.328
O: -2.195 3.892 6.400  -0.609
C: -1.422 4.835 6.444  0.610
O: -0.310 4.883 7.235  -0.367
C: 0.294 6.170 7.115  -0.460
C: -0.195 6.718 5.801  -0.496
C: -1.573 6.118 5.685  -0.308
H: -0.021 6.784 7.966  0.270
H: 1.383 6.069 7.135  0.336
H: -0.189 7.811 5.762  0.344
H: 0.437 6.347 4.985  0.222
H: -2.330 6.737 6.175  0.353
H: -1.843 5.930 4.643  0.131
O: 4.624 2.895 5.426  -0.625
C: 4.446 1.794 5.919  0.524
O: 4.942 0.630 5.404  -0.368
C: 4.449 -0.468 6.170  0.057
C: 4.068 0.117 7.505  -0.583
C: 3.624 1.511 7.140  -0.223
H: 3.591 -0.903 5.647  -0.161
H: 5.229 -1.229 6.266  0.350
H: 3.303 -0.464 8.027  0.350
H: 4.952 0.171 8.152  0.276
H: 2.564 1.543 6.872  0.134
H: 3.843 2.224 7.938  0.300
O: 3.414 -4.765 -8.613  -0.590
C: 3.719 -5.939 -8.477  0.565
O: 4.766 -6.379 -7.719  -0.299
C: 4.895 -7.792 -7.875  -0.442
C: 3.543 -8.266 -8.338  -0.493
C: 3.041 -7.096 -9.145  -0.430
H: 5.681 -7.991 -8.612  0.270
H: 5.181 -8.243 -6.921  0.314
H: 3.585 -9.201 -8.903  0.316
H: 2.888 -8.423 -7.473  0.268
H: 3.368 -7.149 -10.187  0.276
H: 1.954 -7.004 -9.085  0.263

charge	0
HOMO level	-9.51	eV

---

Computed, not measured: one molecule with the formula C5H7NO, with ωB97M-V/def2-TZVPD.

Last column: natural (NBO) charge in e.
Cartesian coordinates (Å):
C: 2.340 -0.435 -0.494  -0.419
C: 1.501 -0.584 0.526  -0.013
N: -0.005 -0.796 0.423  -0.639
C: -0.812 0.223 0.048  0.081
C: -0.610 1.484 -0.328  -0.471
C: -2.396 -0.280 -0.021  0.414
O: -3.318 0.487 -0.220  -0.507
H: 1.991 -0.454 -1.522  0.211
H: 3.416 -0.423 -0.340  0.215
H: 1.853 -0.610 1.555  0.191
H: -0.338 -1.283 1.253  0.385
H: 0.383 1.913 -0.367  0.206
H: -1.444 2.127 -0.593  0.231
H: -2.560 -1.370 0.079  0.115

SMILES	C=CNC(=C)C=O
charge	0
HOMO level	-8.58	eV
energy relative to the best compared isomer or geometry (same formula, charge and spin)	58.0	kcal per mole

---

Computed, not measured: a 2-piece molecular cluster, C2H4N4 overall, with ωB97M-V/def2-TZVPD.

Last column: natural (NBO) charge in e.
Cartesian coordinates (Å):
N: 1.975 0.100 0.112  -0.834
C: 0.844 0.839 -0.066  0.170
C: -0.105 1.582 -0.156  -0.374
N: -2.179 -0.883 -0.336  -0.540
N: -1.219 -1.341 0.308  0.262
N: -0.359 -1.908 0.778  -0.089
H: 2.612 0.165 -0.672  0.393
H: 1.752 -0.856 0.351  0.401
H: -0.914 2.251 -0.316  0.237
H: -2.408 0.051 -0.002  0.375

charge	0
HOMO level	-9.04	eV
energy relative to the best compared isomer or geometry (same formula, charge and spin)	93.4	kcal per mole

---

Computed, not measured: a 2-piece molecular cluster, C7H14O overall, with ωB97M-V/def2-TZVPD.

Last column: natural (NBO) charge in e.
Cartesian coordinates (Å):
C: -2.327 2.595 0.152  -0.645
C: -1.221 1.774 0.191  -0.170
C: -0.749 0.956 -0.751  -0.223
C: 0.106 -0.251 -0.468  -0.205
C: -0.466 -1.361 0.041  -0.184
C: 0.354 -2.443 0.636  -0.425
C: -0.064 -3.911 0.043  -0.618
H: -2.815 2.691 -0.768  0.215
H: -2.086 3.664 0.225  0.219
H: -3.096 2.302 0.964  0.220
H: -0.659 1.754 1.097  0.189
H: -1.254 0.841 -1.667  0.186
H: 1.071 -0.051 -0.855  0.210
H: -1.519 -1.482 0.120  0.201
H: 1.450 -2.439 0.421  0.207
H: 0.234 -2.569 1.680  0.209
H: -1.218 -3.941 0.256  0.184
H: -0.012 -3.994 -1.070  0.216
H: 0.252 -4.739 0.697  0.215
O: 4.330 3.328 -0.313  -0.953
H: 4.569 4.043 0.352  0.476
H: 5.120 3.231 -0.984  0.477

SMILES	C/C=C/C=C/CC.O
charge	0
HOMO level	-8.92	eV
energy relative to the best compared isomer or geometry (same formula, charge and spin)	76.1	kcal per mole

---

Computed, not measured: one molecule with the formula C6H8, with ωB97M-V/def2-TZVPD.

Last column: natural (NBO) charge in e.
Cartesian coordinates (Å):
C: 1.330 1.597 -1.560  -0.415
C: 0.749 1.155 -0.456  -0.182
C: -0.485 0.355 -0.434  -0.286
C: -1.410 0.418 0.762  -0.196
C: -0.709 -0.668 0.661  0.064
C: -0.279 -1.994 1.107  -0.655
H: 2.234 2.182 -1.538  0.196
H: 0.916 1.393 -2.534  0.187
H: 1.178 1.372 0.515  0.193
H: -0.912 0.170 -1.418  0.179
H: -2.124 1.029 1.257  0.223
H: -0.522 -2.737 0.347  0.232
H: -0.769 -2.265 2.041  0.226
H: 0.802 -2.006 1.251  0.233

SMILES	C=C[C@@H]1C=C1C
charge	0
HOMO level	-8.83	eV
energy relative to the best compared isomer or geometry (same formula, charge and spin)	48.0	kcal per mole

---

Computed, not measured: one molecule with the formula C17H25F3N2O3, with ωB97M-V/def2-TZVPD.

Last column: natural (NBO) charge in e.
Cartesian coordinates (Å):
C: -5.571 0.461 -2.554  -0.599
C: -5.115 0.277 -1.111  -0.397
C: -4.712 1.608 -0.479  -0.400
C: -4.364 1.501 1.007  -0.416
C: -3.139 0.622 1.306  -0.212
N: -1.902 1.003 0.649  -0.642
C: -1.386 2.311 1.007  -0.319
C: 0.098 2.438 0.661  0.675
O: 0.632 3.508 0.476  -0.605
N: 0.707 1.225 0.621  -0.624
C: 2.035 0.915 0.362  0.100
C: 3.001 1.871 0.094  -0.200
C: 4.312 1.476 -0.153  -0.167
C: 5.332 2.541 -0.426  0.977
F: 4.961 3.369 -1.419  -0.325
F: 6.530 2.049 -0.779  -0.327
F: 5.554 3.325 0.647  -0.327
C: 4.665 0.138 -0.137  -0.172
C: 3.703 -0.825 0.128  -0.324
C: 2.393 -0.452 0.382  0.354
O: 1.369 -1.314 0.667  -0.518
C: 1.651 -2.687 0.829  -0.100
C: 1.957 -3.409 -0.504  -0.103
O: 3.208 -4.053 -0.506  -0.536
C: 3.223 -5.290 0.166  -0.250
H: -4.774 0.894 -3.155  0.201
H: -6.431 1.125 -2.601  0.202
H: -5.851 -0.494 -2.992  0.209
H: -4.273 -0.418 -1.091  0.189
H: -5.926 -0.166 -0.528  0.196
H: -3.867 2.029 -1.030  0.189
H: -5.542 2.310 -0.584  0.207
H: -5.217 1.084 1.547  0.206
H: -4.185 2.504 1.399  0.203
H: -3.348 -0.411 1.019  0.195
H: -2.952 0.637 2.385  0.193
H: -2.021 0.946 -0.358  0.361
H: -1.468 2.427 2.094  0.217
H: -1.910 3.159 0.544  0.203
H: 0.089 0.434 0.783  0.447
H: 2.726 2.913 0.081  0.269
H: 5.681 -0.161 -0.334  0.231
H: 3.992 -1.863 0.115  0.240
H: 0.749 -3.090 1.296  0.199
H: 2.496 -2.821 1.516  0.188
H: 1.161 -4.127 -0.740  0.174
H: 2.003 -2.666 -1.304  0.209
H: 4.229 -5.688 0.049  0.200
H: 2.998 -5.181 1.233  0.162
H: 2.501 -5.986 -0.277  0.168

SMILES	CCCCCNCC(=O)Nc1cc(C(F)(F)F)ccc1OCCOC
charge	0
HOMO level	-8.38	eV
energy relative to the best compared isomer or geometry (same formula, charge and spin)	2.9	kcal per mole

---

Computed, not measured: CH6NOP as an isolated structure, with ωB97M-V/def2-TZVPD.

Last column: natural (NBO) charge in e.
Cartesian coordinates (Å):
C: -1.235 -1.016 0.275  -0.263
N: 0.482 0.461 -0.721  -0.684
O: -0.314 -1.165 -0.805  -0.408
P: 2.053 0.558 0.080  0.492
H: -0.733 -0.932 1.209  0.166
H: -1.800 -1.956 0.342  0.199
H: -1.909 -0.079 0.042  0.183
H: 0.684 0.809 -1.690  0.377
H: 2.337 1.745 -0.792  -0.022
H: 1.828 1.217 1.357  -0.040

charge	0
HOMO level	-9.02	eV
energy relative to the best compared isomer or geometry (same formula, charge and spin)	120.2	kcal per mole